[1]
ORCA calculation (ωB97M-V with the def2-TZVPD basis set) on a molecular structure, C32H48AsBrNO6RuS4Si2.

Results
ΔE to the lowest compared entry with this formula, charge and spin, eV: 0.374
HOMO (spin up / spin down), eV: -1.8 / -1.9
E_LUMO (spin up / spin down), eV: 4.0 / 4.0

Geometry as ORCA input:
```
! RIJCOSX wB97M-V def2-TZVPD def2/J DEFGRID3
* xyz -2 2
Ru -0.473 0.551 1.944
S 1.489 0.970 3.181
C 2.354 2.114 2.184
C 3.709 2.384 2.419
C 4.400 3.314 1.662
C 3.746 4.004 0.643
C 2.409 3.741 0.396
C 1.709 2.796 1.147
S 0.011 2.497 0.809
H 4.213 1.837 3.208
H 5.451 3.495 1.859
H 4.278 4.729 0.037
H 1.885 4.260 -0.401
C -6.307 0.432 0.696
Si -5.741 -0.009 2.430
C -7.178 0.335 3.600
C -5.278 -1.815 2.547
C -4.312 1.077 2.968
C -4.337 1.901 4.082
C -3.192 2.557 4.535
C -2.004 2.332 3.874
N -1.969 1.572 2.786
C -3.070 0.959 2.309
S -2.655 0.024 0.925
H -7.129 -0.215 0.377
H -5.476 0.309 0.000
H -6.650 1.468 0.642
H -8.038 -0.278 3.319
H -7.489 1.382 3.565
H -6.916 0.089 4.632
H -6.152 -2.434 2.770
H -4.530 -1.978 3.326
H -4.834 -2.156 1.612
H -5.264 2.021 4.634
H -3.211 3.183 5.416
H -1.052 2.732 4.197
O -1.476 -3.406 3.346
As -0.668 -2.135 4.246
O -1.040 -2.324 5.829
O -1.063 -0.641 3.616
C 1.257 -2.414 4.030
C 1.971 -2.331 5.220
C 3.358 -2.375 5.220
C 4.048 -2.504 4.025
C 3.348 -2.604 2.831
C 1.964 -2.562 2.836
S 1.111 -2.706 1.277
O 0.390 -3.974 1.343
O 2.117 -2.659 0.239
O 0.155 -1.583 1.283
H -0.954 -3.652 2.556
H 1.407 -2.220 6.139
H 3.900 -2.293 6.156
H 5.131 -2.520 4.019
H 3.857 -2.695 1.882
C 1.603 -2.847 -3.308
C 2.270 -1.564 -3.830
C 3.732 -1.633 -3.359
C 2.234 -1.587 -5.364
Si 1.378 -0.019 -3.111
Br 2.100 0.234 -1.030
C -0.531 -0.239 -3.008
C -1.137 -0.666 -4.353
C -1.183 1.088 -2.583
C -0.927 -1.279 -1.943
C 1.894 1.624 -3.999
C 1.619 2.861 -3.123
C 1.163 1.802 -5.338
C 3.408 1.633 -4.264
H 2.205 -3.707 -3.627
H 0.599 -2.989 -3.706
H 1.560 -2.863 -2.216
H 4.213 -2.502 -3.825
H 3.779 -1.760 -2.278
H 4.313 -0.749 -3.623
H 2.679 -2.526 -5.718
H 2.801 -0.769 -5.810
H 1.213 -1.543 -5.752
H -0.946 0.063 -5.147
H -2.224 -0.753 -4.240
H -0.768 -1.636 -4.686
H -1.110 1.857 -3.357
H -0.753 1.473 -1.654
H -2.247 0.914 -2.390
H -0.772 -2.303 -2.281
H -1.992 -1.165 -1.720
H -0.392 -1.155 -1.005
H 0.566 2.987 -2.878
H 1.947 3.754 -3.669
H 2.171 2.820 -2.182
H 0.100 1.997 -5.192
H 1.261 0.929 -5.989
H 1.584 2.663 -5.872
H 3.966 1.479 -3.339
H 3.694 2.613 -4.666
H 3.719 0.879 -4.987
*
```

=====

[2]
ORCA calculation (ωB97M-V with the def2-TZVPD basis set) on a molecular structure, C22H33N4O6PV in a non-equilibrium geometry.

Results
HOMO (spin up / spin down), eV: -7.4 / -6.4
E_LUMO (spin up / spin down), eV: -1.1 / -1.7

Geometry as ORCA input:
```
! RIJCOSX wB97M-V def2-TZVPD def2/J DEFGRID3
* xyz 0 4
O -0.065 -1.427 -4.867
H -0.929 -1.753 -5.212
V -0.500 0.262 -1.142
N 0.911 -0.825 -1.974
N -1.274 -1.565 -0.859
N 0.155 2.090 -1.396
N -1.789 1.180 0.009
O 2.083 -0.347 -2.193
O 1.319 2.510 -2.039
O -2.633 0.520 0.871
O -2.358 -1.834 -0.175
C -0.606 -2.557 -1.530
C 0.609 -2.155 -2.136
C -0.508 3.008 -0.696
C -1.603 2.498 0.104
C 1.567 -3.043 -2.833
H 1.728 -2.667 -3.842
H 1.175 -4.057 -2.895
H 2.508 -3.068 -2.279
C -1.137 -3.940 -1.484
H -2.139 -3.998 -1.913
H -1.174 -4.300 -0.455
H -0.505 -4.616 -2.054
C 0.035 4.382 -0.559
C -2.384 3.327 1.052
H 0.717 4.673 -1.362
H 0.600 4.493 0.380
H -0.759 5.132 -0.524
H -2.987 2.741 1.754
H -3.082 3.987 0.520
H -1.737 3.978 1.651
H 1.771 1.651 -2.295
H -2.661 -0.435 0.467
C -1.836 0.438 -2.582
H -1.165 -0.053 -3.318
H -2.023 1.465 -2.877
H -2.727 -0.173 -2.492
O 1.540 0.903 -4.918
H 1.257 0.019 -5.258
H 0.666 1.293 -4.744
C 2.885 -0.099 1.747
P 1.133 -0.049 1.189
C 0.639 -1.735 1.681
C 1.511 -2.780 1.315
C 1.227 -4.101 1.624
C 0.047 -4.410 2.307
C -0.868 -3.396 2.604
C -0.588 -2.075 2.270
C 0.609 1.333 2.292
C -0.414 1.291 3.248
C -0.653 2.396 4.066
C 0.100 3.561 3.921
C 1.072 3.645 2.922
C 1.312 2.543 2.118
H 3.443 -0.884 1.233
H 2.910 -0.300 2.826
H 3.376 0.862 1.570
H 2.441 -2.562 0.797
H 1.919 -4.893 1.322
H -0.178 -5.446 2.555
H -1.816 -3.652 3.087
H -1.340 -1.322 2.485
H -1.031 0.406 3.394
H -1.446 2.349 4.821
H -0.083 4.415 4.568
H 1.646 4.563 2.778
H 2.087 2.607 1.355
*
```

=====

[3]
ORCA calculation (ωB97M-V with the def2-TZVPD basis set) on C5H7NO in the gas phase in a non-equilibrium geometry.

Results
ΔE to the lowest compared entry with this formula, charge and spin, eV: 3.374
HOMO, eV: -6.9
E_LUMO, eV: -0.9

Geometry as ORCA input:
```
! RIJCOSX wB97M-V def2-TZVPD def2/J DEFGRID3
* xyz 0 1
O 2.546 0.675 -0.790
C 1.481 0.339 -0.252
C 0.174 1.137 -0.546
N -0.813 0.202 -0.029
C -1.487 -0.523 -0.841
C 1.131 -0.650 0.654
C -0.261 -0.495 1.144
H 0.023 1.364 -1.597
H 0.137 2.048 0.037
H -1.620 -0.155 -1.830
H -1.958 -1.400 -0.452
H 1.854 -1.272 1.162
H -0.815 -1.413 1.333
H -0.393 0.143 2.009
*
```